[1]
A structure of composition C25H80N20O13. Source: OMol25; level of theory: the ωB97M-V functional and the def2-TZVPD basis.

## Properties
charge: 0
total energy: -83646.117 eV

Cartesian coordinates (Å):
C (1.16, 23.08, 3.49)
H (3.50, 14.48, 11.26)
H (1.71, 24.77, 2.06)
H (10.05, 24.35, 5.09)
N (2.66, 14.78, 13.96)
H (5.85, 13.76, 13.63)
H (0.43, 22.28, 3.35)
N (6.29, 21.72, 7.79)
H (6.27, 23.49, 3.20)
C (-0.26, 24.23, 1.63)
H (8.18, 20.55, 1.97)
C (7.67, 19.40, -0.58)
C (5.01, 28.77, 5.27)
O (1.63, 20.38, 8.90)
H (2.28, 13.91, 13.61)
C (4.37, 25.43, 11.57)
C (2.28, 22.21, 5.32)
C (4.06, 15.14, 11.93)
C (4.48, 24.62, 6.54)
C (5.20, 21.68, 8.54)
H (10.37, 20.58, 7.61)
H (7.29, 20.24, 11.96)
H (2.76, 22.37, 9.81)
H (-0.94, 23.39, 1.44)
H (4.91, 29.33, 4.34)
H (3.22, 23.86, 11.99)
N (2.81, 29.26, 6.22)
H (9.04, 21.29, 6.08)
H (6.56, 19.05, 6.11)
H (2.14, 29.53, 5.50)
H (3.51, 20.83, 8.56)
H (5.36, 29.46, 6.04)
H (3.51, 27.13, 12.17)
C (5.36, 20.68, 11.84)
H (5.78, 21.64, 11.56)
H (6.93, 21.95, 3.89)
H (2.16, 28.89, 6.92)
N (5.74, 18.45, 5.98)
H (2.64, 22.68, 1.61)
C (3.66, 26.85, 6.53)
N (4.36, 20.75, 8.00)
H (6.20, 27.20, 9.54)
H (3.17, 27.95, 4.72)
O (2.44, 22.66, 3.98)
H (5.82, 28.07, 5.09)
C (6.54, 22.45, 3.01)
H (4.45, 12.68, 13.64)
H (2.65, 26.64, 6.90)
H (6.45, 25.05, 9.55)
H (4.78, 19.86, 7.82)
H (7.02, 22.44, 7.84)
C (7.77, 20.84, -0.11)
H (-1.68, 18.80, 6.30)
H (3.20, 21.63, 5.41)
H (6.30, 21.25, 6.91)
C (3.62, 28.15, 5.70)
H (5.45, 24.91, 6.95)
N (9.85, 19.87, 8.10)
H (8.39, 18.84, 0.02)
O (8.82, 23.22, 7.73)
N (8.18, 18.41, 8.31)
N (6.80, 27.32, 8.74)
H (4.79, 20.76, 12.77)
H (4.51, 15.73, 13.87)
C (5.47, 17.58, 6.92)
O (4.88, 22.58, 9.33)
H (5.37, 18.40, 5.04)
H (4.33, 26.92, 7.39)
H (9.58, 21.03, -1.10)
H (3.68, 17.95, 10.20)
H (-0.23, 21.39, 11.27)
N (9.12, 21.36, -0.26)
H (1.43, 19.12, 7.71)
C (7.60, 26.28, 8.46)
N (1.85, 22.16, 10.21)
N (3.44, 26.13, 12.29)
H (4.01, 17.13, 5.73)
C (3.69, 16.87, 10.38)
H (9.58, 25.20, 6.63)
O (8.11, 19.99, 6.68)
H (7.14, 21.49, -0.73)
H (1.54, 21.40, 5.23)
N (-0.81, 18.97, 6.78)
C (1.11, 23.86, 2.17)
N (9.40, 22.19, 5.77)
O (3.69, 16.50, 11.72)
H (10.35, 19.43, 8.85)
C (1.20, 21.08, 9.82)
N (9.75, 24.39, 6.05)
H (-0.66, 19.90, 7.14)
O (3.97, 25.67, 5.75)
H (5.14, 15.10, 11.74)
N (7.33, 25.12, 9.05)
H (7.94, 19.44, -1.64)
C (7.39, 20.98, 1.36)
H (-0.84, 24.89, 2.28)
H (3.77, 24.37, 7.35)
H (1.90, 23.21, 0.28)
H (1.95, 22.88, 6.11)
H (9.76, 22.34, 4.85)
H (7.26, 17.84, 8.16)
O (-0.02, 17.11, 5.78)
H (4.58, 23.71, 5.96)
O (5.22, 25.93, 10.85)
H (7.79, 24.27, 8.73)
H (-0.62, 20.18, 10.08)
H (2.72, 16.55, 9.99)
H (9.08, 22.37, -0.32)
H (3.33, 25.76, 13.22)
N (4.14, 24.10, 11.69)
C (0.16, 18.10, 6.50)
H (4.07, 16.06, 7.18)
C (9.24, 23.26, 6.57)
H (6.46, 20.41, 1.51)
H (-0.13, 24.67, 0.64)
N (-0.01, 20.90, 10.43)
N (1.73, 22.88, 1.22)
H (4.48, 16.49, 9.73)
H (0.72, 23.81, 4.17)
H (6.75, 18.84, -0.46)
N (4.39, 16.83, 6.61)
O (6.12, 17.32, 7.96)
C (8.65, 19.47, 7.65)
H (2.05, 17.61, 7.22)
H (6.95, 28.22, 8.33)
C (4.84, 13.64, 14.00)
H (5.54, 22.05, 2.83)
N (1.32, 18.29, 7.13)
H (2.11, 15.50, 13.50)
H (4.72, 13.47, 15.07)
H (8.82, 18.08, 9.01)
O (8.42, 26.34, 7.54)
O (6.44, 19.80, 12.02)
H (4.71, 23.51, 11.09)
O (7.22, 22.33, 1.76)
H (1.51, 22.59, 11.05)
C (4.02, 14.85, 13.45)
H (4.62, 20.36, 11.10)

=====

[2]
A cluster of 2 separate species, C3H7NSi in total. Source: OMol25; level of theory: the ωB97M-V functional and the def2-TZVPD basis.

## Properties
charge: 0
total energy: -12588.137 eV
energy relative to the best compared isomer or geometry (same formula, charge and spin): 82.6 kcal per mole

Cartesian coordinates (Å):
H (-1.49, 0.22, 0.71)
H (-1.88, -1.07, -0.48)
H (0.79, 2.01, 1.66)
H (0.49, -1.59, -0.74)
C (3.30, -0.01, 0.01)
C (0.32, -0.86, 0.04)
H (0.45, -1.58, 0.96)
H (1.60, 1.77, -0.97)
N (4.34, -0.46, -0.10)
C (-1.05, -0.29, -0.23)
H (-1.11, 0.40, -1.12)
Si (1.58, 0.57, -0.20)

=====

[3]
An isolated molecule of C16H24N6O2. Source: OMol25; level of theory: the ωB97M-V functional and the def2-TZVPD basis.

## Properties
charge: 0
total energy: -30013.785 eV
SMILES: CO[C@H]1CC[C@H]2NN[C@H](c3cc(N4CCNC(=O)C4)ncn3)[C@H]2C1
energy relative to the best compared isomer or geometry (same formula, charge and spin): 58.3 kcal per mole

Cartesian coordinates (Å):
H (-0.27, 1.34, 1.48)
N (-2.11, 1.17, -1.25)
H (1.38, -4.44, 3.85)
O (0.33, -2.84, 4.14)
C (0.29, 1.63, -1.04)
H (-3.84, -1.90, 3.20)
H (-2.91, 1.46, -3.16)
H (-0.89, -1.26, 0.52)
H (-2.38, -3.39, 4.10)
H (3.21, 3.05, -5.91)
H (3.19, 2.31, -1.75)
H (-0.42, -3.17, 2.26)
H (-1.89, -1.82, 4.56)
C (-1.13, -0.63, 1.36)
H (-3.15, -0.79, 0.86)
H (-0.21, -4.85, 3.82)
C (-2.00, -2.41, 3.68)
O (5.13, 0.75, -3.11)
C (-2.98, -2.03, 2.65)
C (-0.97, 1.27, -0.50)
N (-2.89, 0.53, 2.40)
H (0.85, -1.13, 2.36)
H (2.22, 1.63, -5.90)
H (-0.43, -0.39, 3.34)
C (-0.24, -1.06, 2.54)
H (-2.38, 0.63, 3.29)
C (-0.58, -2.49, 3.11)
N (4.03, 1.64, -4.71)
N (1.60, 2.03, -3.10)
C (-1.07, 0.91, 0.98)
C (2.85, 1.55, -2.47)
H (4.69, 1.17, -5.30)
C (2.77, 2.28, -5.23)
H (-3.13, -2.80, 1.95)
C (-1.92, 1.39, -2.57)
C (1.76, 3.03, -4.21)
C (0.53, -4.22, 4.35)
H (0.82, 3.22, -4.70)
H (-2.91, 1.43, 0.51)
C (0.35, 1.86, -2.46)
H (0.42, -4.41, 5.46)
C (4.01, 1.16, -3.41)
H (2.14, 3.94, -3.80)
H (2.70, 0.64, -1.92)
N (-0.71, 1.74, -3.18)
N (-2.34, 1.38, 1.40)
H (1.10, 1.72, -0.33)
C (-2.58, -0.81, 1.83)

=====

In order of appearance, orbital gap = 8.7; 8.1; 9.3 eV.